19
Properties=species:S:1:pos:R:3:forces:R:3:mulliken_charge:R:1 method="wB97M-V/def2-TZVPD" homo_energy_ev="1.27 / 1.40" e_above_lowest_kcal_mol=90.3 multiplicity=3 charge=-4
Pt -0.269 -1.144 1.242 -0.4774 -0.4156 0.1370 0.721
Cl -4.646 -2.450 0.598 0.1689 0.1045 0.1962 -0.767
Cl 0.692 -3.844 4.668 0.0411 0.1461 -0.0736 -0.952
O 0.581 -6.336 -3.807 5.6206 -5.1381 -0.5258 -0.714
O -2.905 2.078 -4.295 -1.6385 0.4967 1.3097 -0.650
O -1.261 4.459 4.786 2.6813 1.8252 4.9000 -0.590
O 4.494 2.934 2.822 -3.0346 7.4389 1.2377 -0.589
O -1.283 1.197 -3.187 0.7577 -0.0649 -0.4377 -0.611
O -2.007 4.651 2.915 -0.1293 2.0993 -3.2832 -0.545
O 3.727 1.172 1.857 -3.2711 -0.2043 -1.8676 -0.568
O -1.206 1.620 -5.378 2.0760 -0.8025 0.4475 -0.676
O -1.283 -5.612 -4.079 -5.9039 -1.0285 -2.2592 -0.680
O -1.257 2.813 3.489 2.1888 -2.4774 -0.6345 -0.521
O -0.097 -4.720 -2.690 1.2815 2.7142 4.6368 -0.640
O 5.555 1.350 2.640 8.7389 -5.1623 1.1394 -0.539
N -1.342 3.998 3.703 -4.6866 -1.3400 -0.8925 1.087
N -1.760 1.612 -4.246 -1.1647 0.6278 -1.5223 0.937
N 4.552 1.857 2.389 -2.3887 -2.0023 -0.4840 1.244
N -0.283 -5.633 -3.429 -0.8603 3.1833 -2.0240 1.052